No. 1
101
Properties=species:S:1:pos:R:3:mulliken_charge:R:1 method="wB97M-V/def2-TZVPD" de_lowest_kcal_mol=0.0 charge=-2 homo_energy_ev=-1.81
Rb -0.7580 -2.3780 1.4146 0.62
O -1.5136 0.9421 -0.9036 0.31
C -1.6198 1.0665 -2.1595 -0.36
C -1.2802 2.3033 -2.8047 -0.44
C -1.3891 2.4938 -4.1599 -0.57
C -1.8324 1.4587 -4.9964 -0.88
C -2.1328 0.2423 -4.4147 -0.46
C -2.0456 0.0021 -3.0368 1.00
C -2.2874 -1.3772 -2.6269 -0.82
N -2.4025 -1.8796 -1.4529 0.39
N -2.5540 -3.2733 -1.5284 -0.64
C -3.0690 -3.8187 -0.4628 -0.32
O -3.4093 -3.2575 0.6339 -0.62
C -3.2470 -5.3147 -0.5673 0.44
C -3.0704 -5.9945 -1.7716 -0.28
C -3.2530 -7.3667 -1.8405 -0.63
C -3.6125 -8.0856 -0.7054 -0.30
C -3.7842 -7.4171 0.4972 -0.74
C -3.6041 -6.0417 0.5615 -0.14
H -0.9133 3.0934 -2.1591 0.14
H -1.1143 3.4544 -4.5862 0.39
H -1.9108 1.5982 -6.0675 0.33
H -2.4392 -0.5869 -5.0484 0.31
H -2.3688 -2.0810 -3.4650 0.12
H -2.7798 -5.4211 -2.6410 0.38
H -3.1079 -7.8817 -2.7834 0.36
H -3.7492 -9.1597 -0.7581 0.35
H -4.0514 -7.9691 1.3913 0.37
H -3.7260 -5.5054 1.4937 0.30
C 0.3397 0.7805 1.5299 1.00
C 1.5483 1.3613 0.8120 -0.82
As 3.1234 0.2054 0.4434 0.42
C 2.8176 -0.3463 -1.3968 -0.41
C 3.9244 -0.8440 -2.0843 -0.81
C 3.8194 -1.2363 -3.4088 -0.73
C 2.5974 -1.1348 -4.0634 -0.61
C 1.4910 -0.6506 -3.3833 -0.20
C 1.5953 -0.2645 -2.0497 1.87
C 4.1713 1.8250 -0.0597 -0.05
C 5.1839 2.2655 0.7876 -0.34
C 5.8801 3.4413 0.5307 -0.55
C 5.5684 4.1993 -0.5883 -0.39
C 4.5582 3.7729 -1.4433 -0.80
C 3.8692 2.5983 -1.1803 -0.08
As -0.7434 2.1262 2.4681 0.43
C 0.7050 2.8072 3.6173 0.19
C 0.7995 4.1639 3.9296 -0.37
C 1.7610 4.6347 4.8134 -0.61
C 2.6483 3.7512 5.4121 -0.46
C 2.5547 2.3967 5.1274 -0.74
C 1.5899 1.9297 4.2444 -0.23
C -0.7844 3.6000 1.1549 0.04
C -2.0399 3.8542 0.6022 -0.58
C -2.2350 4.8690 -0.3208 -0.49
C -1.1617 5.6571 -0.7176 -0.56
C 0.0952 5.4141 -0.1842 -0.80
C 0.2798 4.3981 0.7468 0.23
H 0.6309 0.0746 2.3116 0.62
H -0.3064 0.2876 0.8059 -1.07
H 2.0171 2.1332 1.4288 0.61
H 1.2348 1.8366 -0.1203 0.55
H 4.8815 -0.9186 -1.5767 0.35
H 4.6889 -1.6198 -3.9314 0.30
H 2.5077 -1.4352 -5.1008 0.35
H 0.5360 -0.5575 -3.8824 0.15
H 0.7137 0.1084 -1.5415 -0.53
H 5.4277 1.6812 1.6690 0.34
H 6.6627 3.7652 1.2070 0.37
H 6.1050 5.1182 -0.7930 0.36
H 4.3035 4.3608 -2.3172 0.40
H 3.0827 2.2756 -1.8542 0.39
H 0.1163 4.8662 3.4650 0.44
H 1.8203 5.6954 5.0290 0.37
H 3.4074 4.1152 6.0941 0.36
H 3.2359 1.6940 5.5920 0.40
H 1.5294 0.8654 4.0515 0.29
H -2.8760 3.2296 0.8961 0.22
H -3.2176 5.0296 -0.7470 0.36
H -1.3013 6.4424 -1.4507 0.35
H 0.9442 6.0126 -0.4938 0.38
H 1.2689 4.2464 1.1585 0.43
N -3.1798 0.0618 1.0982 0.34
N -4.0003 -0.7794 1.8754 -0.34
C -3.4520 -1.4608 2.9005 0.20
N -4.1220 -2.5984 3.2258 -0.59
N -2.3243 -0.9636 3.4188 -0.40
N -1.5886 -1.7387 4.2454 1.09
O -0.4776 -1.3016 4.4988 -0.57
O -1.9561 -2.8442 4.6665 -0.79
H -3.7471 0.8341 0.7761 0.26
H -2.8573 -0.4458 0.2649 -0.19
H -4.6375 -1.3677 1.3481 0.42
H -4.3288 -3.1268 2.3741 0.32
H -3.6170 -3.1450 3.9106 0.42
C 1.9231 -4.1711 -1.2960 -0.78
O 0.7652 -4.5522 0.7547 -0.84
C 1.4714 -3.7476 0.1026 0.47
O 1.7736 -2.5803 0.4740 -0.63
H 2.1314 -5.2406 -1.3286 0.34
H 2.7853 -3.5908 -1.6217 0.16
H 1.0944 -3.9690 -1.9791 0.12

***

No. 2
92
Properties=species:S:1:pos:R:3:mulliken_charge:R:1 method="wB97M-V/def2-TZVPD" charge=+1 homo_energy_ev=-11.13
F -4.5898 -5.9624 -0.9432 -0.31
C -3.7483 -5.4826 0.0353 0.44
C -3.3049 -6.3740 1.0053 -0.94
C -2.5389 -5.7940 2.0187 0.44
F -2.0743 -6.6141 3.0205 -0.30
C -2.1884 -4.4541 2.0403 -0.42
C -2.5094 -3.5943 0.9587 1.15
C -2.0312 -2.1698 0.9135 -0.14
C -2.6119 -1.4185 -0.1803 -1.06
C -3.3202 -0.2417 -0.1645 -0.06
C -4.0984 0.2416 -1.3039 0.44
C -4.4796 1.6039 -1.3931 -1.03
C -4.9255 2.1510 -2.5863 0.49
F -5.0796 3.5151 -2.6756 -0.33
C -5.2208 1.3920 -3.7110 -0.81
C -5.0246 0.0253 -3.5641 0.45
F -5.3941 -0.7866 -4.6134 -0.31
C -4.5004 -0.5718 -2.4087 -0.86
C -3.3990 -4.1286 -0.0164 -1.39
H -3.5542 -7.4346 0.9838 0.51
H -1.7079 -4.0627 2.9347 0.25
H -1.9449 -1.6862 1.9037 0.72
H -2.6722 -1.9700 -1.1226 0.55
H -3.3881 0.3552 0.7650 0.51
H -4.3591 2.2560 -0.5312 0.64
H -5.6049 1.8370 -4.6263 0.50
H -4.4106 -1.6592 -2.3638 0.54
H -3.9105 -3.5021 -0.7436 0.59
C 4.6838 3.1508 -2.0756 -1.09
Si 2.8674 3.5932 -2.0248 0.29
C 2.5387 5.0022 -0.8870 -1.01
C 2.1930 3.9124 -3.7384 -1.15
O 2.0524 2.2459 -1.5333 -0.37
C 1.5759 1.4683 -0.4514 2.59
C 2.6514 1.5206 0.6486 0.12
C 2.6302 2.5842 1.5542 -0.35
C 3.6512 2.7412 2.4975 -1.10
C 4.7443 1.8737 2.4944 -0.71
C 4.8074 0.8552 1.5419 -0.80
C 3.7832 0.6965 0.5971 -0.45
C 0.1993 1.9900 -0.0271 0.64
C -0.6190 2.6126 -0.9745 -0.87
C -1.8007 3.2395 -0.5764 -1.06
C -2.2186 3.1760 0.7536 -0.88
C -1.4493 2.4812 1.6907 -1.31
C -0.2333 1.9178 1.3008 0.49
C 1.3603 0.0627 -1.1140 -1.13
C 0.7770 0.0620 -2.5514 -0.66
C 0.2640 -1.3533 -2.7250 -0.91
C 0.1628 -1.9655 -1.3254 -0.45
N 0.4610 -0.8591 -0.4424 0.95
C 0.3975 -1.0115 0.8930 -0.67
C -0.0531 -2.1731 1.5410 -0.22
C 0.7971 -2.5042 2.7329 0.15
C 0.3306 -3.1096 3.9221 -0.18
C 1.2213 -3.4892 4.9366 -1.05
C 2.5889 -3.2020 4.8351 -0.51
C 3.0632 -2.5928 3.6708 -0.85
C 2.1961 -2.2746 2.6312 -0.07
H 5.2555 3.9951 -2.4975 0.42
H 5.0721 2.9324 -1.0682 0.25
H 4.8481 2.2643 -2.7097 0.27
H 2.8277 5.9355 -1.3847 0.51
H 1.4781 5.0659 -0.6307 0.27
H 3.1107 4.9218 0.0409 0.30
H 2.7315 4.7473 -4.2127 0.43
H 2.2977 3.0252 -4.3802 0.31
H 1.1254 4.1739 -3.6930 0.29
H 1.8205 3.3150 1.5167 0.72
H 3.5862 3.5622 3.2144 0.45
H 5.5450 1.9999 3.2276 0.44
H 5.6702 0.1847 1.5063 0.51
H 3.8936 -0.0476 -0.1959 0.38
H -0.3049 2.6709 -2.0194 0.42
H -2.3988 3.7643 -1.3291 0.65
H -3.1422 3.6709 1.0678 0.47
H -1.7781 2.3882 2.7306 0.48
H 0.3864 1.4314 2.0562 0.57
H 2.3627 -0.4078 -1.2310 0.15
H -0.0403 0.7927 -2.6112 0.34
H 1.5295 0.3613 -3.2958 0.36
H -0.7127 -1.3557 -3.2128 0.42
H 0.9451 -1.9729 -3.3115 0.28
H -0.8188 -2.3752 -1.1201 -0.02
H 0.8863 -2.7887 -1.2040 0.45
H 0.9908 -0.2993 1.4772 0.51
H -0.3256 -3.1495 0.9958 0.56
H -0.7327 -3.2938 4.0821 0.58
H 0.8431 -3.9838 5.8333 0.39
H 3.2785 -3.4394 5.6487 0.41
H 4.1238 -2.3492 3.5766 0.42
H 2.6130 -1.8608 1.7070 0.37

***

No. 3
94
Properties=species:S:1:pos:R:3:mulliken_charge:R:1 method="wB97M-V/def2-TZVPD" multiplicity=2 de_lowest_kcal_mol=13.0 s_squared=0.77 charge=+2 homo_energy_ev="-12.97 / -12.86"
Ir 0.2492 0.0497 0.1509 0.53
C 4.5562 -0.4783 -0.5552 -0.97
C 4.9956 -0.7951 0.7230 -0.71
C 4.1154 -0.7193 1.7865 -0.78
C 2.8040 -0.3259 1.5540 0.76
N 2.3820 -0.0462 0.3023 0.66
C 3.2360 -0.1188 -0.7228 -0.50
C 1.7577 -0.1883 2.5802 0.59
C 2.0237 -0.2083 3.9455 -0.80
C 0.9962 -0.0504 4.8607 -1.24
C -0.3025 0.1282 4.4065 -0.82
C -0.5809 0.1629 3.0441 -0.66
C 0.4435 -0.0015 2.1166 0.29
H 5.2189 -0.5219 -1.4070 0.53
H 6.0201 -1.1009 0.8875 0.48
H 4.4358 -0.9716 2.7868 0.54
H 2.8360 0.1358 -1.6968 0.53
H 3.0396 -0.3308 4.2992 0.42
H 1.2077 -0.0628 5.9209 0.43
H -1.1100 0.2480 5.1177 0.52
H -1.6031 0.3055 2.7200 0.52
C -1.7924 3.6969 3.3580 -0.38
O -2.9198 3.7813 2.4759 -0.42
C -2.9344 4.8304 1.5964 0.08
C -4.0237 5.6941 1.6233 -0.69
C -4.1040 6.7491 0.7319 -0.62
C -3.0971 6.9502 -0.2068 -0.74
C -2.0336 6.0706 -0.2673 -0.84
C -1.9494 5.0045 0.6245 0.97
N -0.8319 4.1227 0.5453 0.54
C -0.8891 2.7807 0.4062 0.40
N -2.1680 2.2746 0.3588 0.34
C -2.6080 1.0074 0.2309 1.26
C -1.7490 -0.1281 0.1270 -0.84
C -2.4147 -1.3455 0.0967 0.30
C -3.8091 -1.4543 0.1303 -1.44
C -4.6456 -0.3429 0.2020 -0.45
C -4.0572 0.8961 0.2584 0.77
O -4.6827 2.0656 0.3479 -0.37
C -6.1171 2.0814 0.4522 -1.02
N 0.1678 2.0201 0.3346 0.78
C 1.4309 2.7164 0.3266 -1.54
C 2.0948 2.9862 1.5109 0.06
C 3.3329 3.6086 1.4841 -1.19
C 3.8898 3.9531 0.2615 -0.99
C 3.2256 3.6957 -0.9313 -0.60
C 1.9795 3.0778 -0.9101 1.16
O 1.2246 2.7556 -1.9909 -0.23
C 1.6081 3.1817 -3.3012 -1.00
H -2.1573 3.2525 4.2804 0.30
H -1.3931 4.6901 3.5658 0.29
H -1.0065 3.0620 2.9427 -0.03
H -4.7820 5.5310 2.3774 0.53
H -4.9473 7.4244 0.7760 0.44
H -3.1481 7.7822 -0.8948 0.43
H -1.2542 6.1988 -1.0088 0.51
H 0.0795 4.5372 0.4105 0.23
H -2.9037 2.9698 0.4706 0.36
H -1.8522 -2.2672 0.0780 0.10
H -4.2592 -2.4385 0.0992 0.48
H -5.7183 -0.4579 0.2229 0.54
H -6.3893 3.1248 0.5630 0.28
H -6.4295 1.5134 1.3277 0.43
H -6.5596 1.6709 -0.4545 0.39
H 1.6352 2.6943 2.4484 0.35
H 3.8550 3.8209 2.4062 0.50
H 4.8594 4.4311 0.2251 0.45
H 3.6988 3.9684 -1.8622 0.40
H 0.6922 3.4234 -3.8342 0.28
H 2.1213 2.3663 -3.8102 0.32
H 2.2458 4.0605 -3.2867 0.40
C -0.6402 -8.1400 0.9861 -1.48
C -0.4572 -6.7603 0.4364 0.56
C -0.6689 -6.4932 -0.9142 -0.92
C -0.4905 -5.2294 -1.4409 0.72
C -0.7406 -5.0316 -2.9155 -1.74
C -0.0796 -4.1786 -0.5698 0.66
C 0.1535 -2.9104 -1.1719 -0.38
O 0.5780 -1.8573 -0.6488 -0.37
C 0.1287 -4.4370 0.8146 0.90
C 0.5553 -3.3693 1.7738 -0.35
C -0.0687 -5.7179 1.2810 -0.99
H -0.9313 -8.8479 0.2140 0.38
H -1.4045 -8.1403 1.7649 0.36
H 0.2858 -8.4879 1.4465 0.36
H -0.9775 -7.2991 -1.5680 0.31
H -1.0934 -5.9612 -3.3547 0.36
H 0.1673 -4.7446 -3.4482 0.38
H -1.4984 -4.2706 -3.1059 0.38
H -0.0164 -2.8609 -2.2517 0.38
H 1.5248 -2.9532 1.4945 0.15
H 0.6271 -3.7741 2.7814 0.47
H -0.1538 -2.5407 1.7873 -0.17
H 0.0882 -5.9248 2.3330 0.46

***

No. 4
88
Properties=species:S:1:pos:R:3:mulliken_charge:R:1 method="wB97M-V/def2-TZVPD" multiplicity=3 de_lowest_kcal_mol=68.4 s_squared=2.01 charge=0 homo_energy_ev="-5.25 / -6.84"
Pt 1.9472 0.8222 -1.6300 0.76
C 2.5379 2.7134 -2.2364 -0.67
C 1.8159 2.8221 -0.9940 0.32
C 0.4567 3.5143 -1.0231 -1.02
C -0.5280 2.6891 -1.8559 -1.02
C -0.0912 1.2394 -2.0147 1.59
C 0.5907 0.8388 -3.1977 -0.52
C 1.1503 1.8226 -4.2141 -1.26
C 1.9606 2.9917 -3.6056 -0.88
C -1.8853 -1.7727 0.3038 -1.51
H 3.6050 2.9763 -2.1672 0.63
H 2.4239 2.9900 -0.0942 0.24
H 0.5421 4.5554 -1.3869 0.51
H 0.0285 3.6164 -0.0227 -0.05
H -1.5185 2.6886 -1.3958 0.34
H -0.6467 3.1746 -2.8255 0.44
H -0.6487 0.4983 -1.3984 -0.81
H 0.3318 -0.1568 -3.5520 0.63
H 0.3202 2.2065 -4.8134 0.42
H 1.7895 1.2853 -4.9344 0.39
H 2.7906 3.2080 -4.2909 0.38
H 1.3643 3.9130 -3.5756 0.29
H -0.9377 -1.3266 -0.0095 -0.31
H -2.0353 -2.6982 -0.2633 0.61
H -1.8076 -1.9945 1.3739 0.63
P -0.3862 2.1241 1.8274 -0.16
P -3.2309 -0.5902 0.1385 2.21
C -1.7836 1.1126 2.0606 -0.62
C -2.5367 0.8682 0.9019 -0.93
C 0.8990 1.5214 2.8611 0.64
C 1.2815 2.6395 3.6644 -0.93
C 2.3842 2.5577 4.4996 -0.46
C 3.1026 1.3448 4.6029 -0.58
C 2.6825 0.2141 3.8652 -0.32
C 1.5720 0.2851 3.0066 -0.08
C 3.8752 0.4259 -0.9976 -0.06
C 4.4640 -0.7543 -1.4511 -0.38
C 5.8695 -0.7975 -1.4687 -0.77
C 6.6219 0.0827 -0.6829 -0.38
C 5.9524 1.0620 0.0590 -0.72
C 4.5604 1.2636 -0.1301 0.27
C -4.7098 -1.0426 1.0904 0.53
C -4.6356 -0.8570 2.4852 -0.43
C -5.6897 -1.2500 3.3271 -0.73
C -6.8653 -1.7827 2.7755 -0.40
C -6.9729 -1.9105 1.3811 -0.65
C -5.9186 -1.5275 0.5397 -0.33
C -3.6266 -0.3836 -1.6264 0.25
C -2.8773 -1.0922 -2.5961 -0.49
C -3.2190 -1.0383 -3.9526 -0.59
C -4.2742 -0.2336 -4.3969 -0.49
C -4.9926 0.5122 -3.4523 -0.73
C -4.6682 0.4508 -2.0896 -0.24
H -2.0932 1.0685 3.1325 0.28
H -2.7939 1.7641 0.3347 0.65
H 0.6917 3.5641 3.5956 0.30
H 2.7053 3.4355 5.0702 0.36
H 3.9901 1.2850 5.2518 0.36
H 3.2453 -0.7282 3.9578 0.40
H 1.2174 -0.5737 2.4272 0.33
H 3.7854 -1.5443 -1.7967 0.51
H 6.3365 -1.5731 -2.0786 0.38
H 7.7098 -0.0194 -0.6384 0.39
H 6.5246 1.6708 0.7495 0.43
H 3.9986 2.0543 0.3924 0.14
H -3.7438 -0.3944 2.9182 0.14
H -5.6049 -1.1327 4.4143 0.39
H -7.6952 -2.0760 3.4327 0.37
H -7.8979 -2.3129 0.9531 0.37
H -6.0349 -1.6091 -0.5461 0.38
H -2.0076 -1.6979 -2.3221 0.20
H -2.6404 -1.5974 -4.6937 0.39
H -4.5281 -0.1655 -5.4625 0.39
H -5.8079 1.1630 -3.7874 0.38
H -5.2018 1.0704 -1.3653 0.47
C 1.2304 -0.8624 -0.8405 -1.35
C 1.2706 -1.8882 -0.1253 0.07
C 1.6608 -2.9084 0.8059 0.77
C 3.0307 -3.1324 1.1295 0.03
C 3.3811 -4.1243 2.0399 -0.75
C 2.3799 -4.8793 2.6679 -0.37
C 1.0331 -4.6916 2.3488 -0.79
C 0.6705 -3.7088 1.4311 -0.16
H 3.7692 -2.4994 0.6234 0.42
H 4.4423 -4.3039 2.2173 0.41
H 2.6601 -5.6206 3.4039 0.39
H 0.2562 -5.3086 2.7986 0.40
H -0.3741 -3.5452 1.1421 0.42

***

| no. | E (eV) |
| --- | --- |
| 1 | -190320.24156 |
| 2 | -67549.75439 |
| 3 | -62248.84569 |
| 4 | -67088.09698 |